1.
This record from the Open Molecules 2025 dataset describes a structure of composition C2H2ClIO in a non-equilibrium geometry. The level of theory is ωB97M-V/def2-TZVPD.

Structure (XYZ):
```
7
C2H2ClIO | the Open Molecules 2025 dataset | ωB97M-V/def2-TZVPD
C -0.645 0.398 -0.706
Cl 0.180 -1.929 0.277
C 0.300 -0.186 0.671
O -1.812 0.542 -0.539
H -0.207 -0.028 1.589
H -0.174 0.791 -1.971
I 2.359 0.410 0.679
```

Values from the calculation:
Energy relative to the best compared isomer or geometry (same formula, charge and spin): 1.6638 eV
Net charge: 0
Kohn-Sham gap: 9.764 eV

---

2.
This record from the Open Molecules 2025 dataset describes an isolated molecule of C2H2ClN3S in a non-equilibrium geometry. The level of theory is ωB97M-V/def2-TZVPD.

Structure (XYZ):
```
9
C2H2ClN3S | the Open Molecules 2025 dataset | ωB97M-V/def2-TZVPD
N 0.505 -0.379 0.008
S 1.474 -1.803 -0.009
C -0.833 -0.286 0.018
N 1.091 0.852 -0.028
Cl -1.857 -1.617 -0.010
C -1.076 1.075 -0.029
H 2.609 -1.123 0.021
H -2.040 1.560 0.022
N 0.126 1.721 0.007
```

Values from the calculation:
Energy relative to the best compared isomer or geometry (same formula, charge and spin): 0.5258 eV
SMILES: Sn1nncc1Cl
Net charge: 0
Kohn-Sham gap: 9.967 eV

---

3.
This record from the Open Molecules 2025 dataset describes an isolated molecule of C2H2ClNO in a non-equilibrium geometry. The level of theory is ωB97M-V/def2-TZVPD.

Structure (XYZ):
```
7
C2H2ClNO | the Open Molecules 2025 dataset | ωB97M-V/def2-TZVPD
H -1.506 0.049 -0.214
C -0.666 0.628 0.112
C 0.106 0.391 1.321
Cl -0.467 2.073 -0.863
N 0.663 -0.425 0.424
H 1.562 -0.329 -0.043
O 0.257 0.611 2.506
```

Values from the calculation:
Energy relative to the best compared isomer or geometry (same formula, charge and spin): 1.1154 eV
SMILES: O=C1N[C@@H]1Cl
Net charge: 0
Kohn-Sham gap: 10.890 eV

---

4.
This record from the Open Molecules 2025 dataset describes an isolated molecule of C2H2ClNO in a non-equilibrium geometry. The level of theory is ωB97M-V/def2-TZVPD.

Structure (XYZ):
```
7
C2H2ClNO | the Open Molecules 2025 dataset | ωB97M-V/def2-TZVPD
C -0.550 -0.221 0.387
H -0.381 -0.999 1.148
H 1.195 -1.106 -0.985
O 0.856 1.958 0.027
Cl -2.255 -0.039 -0.062
N 0.612 -0.400 -0.523
C 0.523 0.807 0.008
```

Values from the calculation:
Energy relative to the best compared isomer or geometry (same formula, charge and spin): 1.0454 eV
SMILES: O=C1N[C@@H]1Cl
Net charge: 0
Kohn-Sham gap: 10.744 eV

---

Please write out number 2 again, unchanged.
This record from the Open Molecules 2025 dataset describes an isolated molecule of C2H2ClN3S in a non-equilibrium geometry. The level of theory is ωB97M-V/def2-TZVPD.

Structure (XYZ):
```
9
C2H2ClN3S | the Open Molecules 2025 dataset | ωB97M-V/def2-TZVPD
N 0.505 -0.379 0.008
S 1.474 -1.803 -0.009
C -0.833 -0.286 0.018
N 1.091 0.852 -0.028
Cl -1.857 -1.617 -0.010
C -1.076 1.075 -0.029
H 2.609 -1.123 0.021
H -2.040 1.560 0.022
N 0.126 1.721 0.007
```

Values from the calculation:
Energy relative to the best compared isomer or geometry (same formula, charge and spin): 0.5258 eV
SMILES: Sn1nncc1Cl
Net charge: 0
Kohn-Sham gap: 9.967 eV